# C28H59BFNO42PS10

11 unconnected molecules or ions with the total composition C28H59BFNO42PS10 at a distorted geometry (ωB97M-V with the def2-TZVPD basis set, the Open Molecules 2025 dataset).

```
! RIJCOSX wB97M-V def2-TZVPD def2/J DEFGRID3
* xyz 1 1
C 0.10 2.69 -0.24
C -0.73 1.34 -0.34
O -1.79 1.27 0.65
B -2.91 1.98 0.29
O -3.20 3.22 0.86
P -4.24 1.38 -1.01
C -4.00 -0.38 -1.55
C -3.04 -0.58 -2.77
C -4.33 2.60 -2.41
C -2.95 3.03 -3.00
N -2.92 4.18 -3.53
C -5.87 1.40 -0.05
C -6.68 2.72 -0.25
F -7.93 2.70 0.36
H 0.89 2.62 -1.02
H 0.50 2.88 0.79
H -0.60 3.50 -0.60
H 0.02 0.52 -0.24
H -1.21 1.34 -1.35
H -2.36 3.71 0.87
H -3.62 -0.95 -0.66
H -5.00 -0.88 -1.81
H -3.04 -1.68 -3.00
H -1.98 -0.31 -2.59
H -3.38 -0.08 -3.71
H -5.00 2.25 -3.24
H -4.81 3.55 -2.04
H -2.03 2.40 -2.99
H -1.98 4.38 -3.89
H -5.62 1.16 1.01
H -6.47 0.57 -0.51
H -6.83 2.92 -1.34
H -6.04 3.57 0.12
C 1.42 -3.30 0.55
C 2.20 -3.97 -0.56
O 2.41 -2.95 -1.54
S 2.55 -1.52 -0.78
O 3.93 -1.23 -0.63
O 1.63 -0.61 -1.38
O 1.97 -1.98 0.64
H 0.36 -3.20 0.29
H 1.51 -3.82 1.49
H 1.67 -4.81 -1.00
H 3.18 -4.31 -0.20
C 0.17 3.58 5.07
C -0.59 4.67 4.35
O 0.41 5.56 3.87
S 1.75 4.73 3.52
O 1.76 4.46 2.12
O 2.84 5.32 4.18
O 1.35 3.36 4.28
H 0.49 3.91 6.07
H -0.40 2.66 5.16
H -1.29 5.19 5.00
H -1.13 4.27 3.48
C -3.53 -5.80 -0.21
C -2.92 -7.12 0.19
O -1.52 -6.98 -0.09
S -1.09 -5.44 0.15
O -0.53 -5.33 1.44
O -0.44 -4.98 -1.02
O -2.57 -4.81 0.19
H -3.66 -5.72 -1.29
H -4.48 -5.61 0.29
H -3.34 -7.96 -0.36
H -3.03 -7.31 1.26
C 6.65 -2.99 3.24
C 5.70 -4.07 3.70
O 4.47 -3.39 3.94
S 4.33 -2.15 2.92
O 3.52 -2.55 1.82
O 4.06 -0.97 3.66
O 5.87 -2.11 2.43
H 7.04 -2.42 4.09
H 7.49 -3.39 2.67
H 6.04 -4.58 4.60
H 5.52 -4.81 2.91
C -8.21 -4.24 -0.94
C -7.21 -3.41 -0.15
O -5.99 -3.52 -0.88
S -6.32 -3.66 -2.46
O -6.20 -2.36 -3.05
O -5.65 -4.80 -2.96
O -7.88 -4.00 -2.31
H -8.08 -5.31 -0.74
H -9.24 -3.96 -0.73
H -7.09 -3.77 0.87
H -7.51 -2.36 -0.13
C 8.89 1.33 5.19
C 9.75 0.14 4.80
O 9.69 -0.73 5.93
S 8.25 -0.59 6.65
O 7.41 -1.64 6.19
O 8.46 -0.33 8.03
O 7.79 0.79 5.92
H 9.44 2.01 5.86
H 8.54 1.89 4.33
H 10.77 0.42 4.58
H 9.32 -0.38 3.94
C 6.77 -5.85 9.26
C 7.55 -6.52 8.15
O 7.76 -5.50 7.17
S 7.90 -4.07 7.93
O 9.28 -3.77 8.08
O 6.99 -3.16 7.33
O 7.32 -4.53 9.36
H 5.71 -5.76 9.00
H 6.86 -6.37 10.21
H 7.02 -7.36 7.71
H 8.53 -6.86 8.50
C -3.33 5.18 -7.25
C -2.91 6.41 -6.47
O -1.91 7.04 -7.27
S -2.24 6.77 -8.83
O -2.92 7.91 -9.35
O -1.09 6.23 -9.45
O -3.32 5.59 -8.62
H -2.60 4.37 -7.14
H -4.32 4.83 -6.97
H -2.51 6.16 -5.49
H -3.74 7.11 -6.36
C -5.68 8.04 -2.73
C -7.16 7.72 -2.81
O -7.52 7.99 -4.16
S -6.27 7.65 -5.12
O -6.44 6.34 -5.65
O -6.01 8.78 -5.93
O -5.13 7.57 -3.97
H -5.50 9.11 -2.66
H -5.19 7.54 -1.89
H -7.75 8.33 -2.13
H -7.35 6.66 -2.60
C 5.01 -2.46 -4.49
C 3.53 -2.79 -4.57
O 3.16 -2.52 -5.93
S 4.42 -2.82 -6.89
O 4.27 -4.12 -7.44
O 4.66 -1.67 -7.69
O 5.56 -2.89 -5.74
H 5.17 -1.38 -4.41
H 5.50 -2.96 -3.66
H 2.93 -2.20 -3.88
H 3.35 -3.85 -4.38
*
```

## Properties
LUMO level ... -3.5 eV
Total energy ... -238495.867 eV
Strongest force on any atom ... 4.54 eV/Å

Atom charges from the Mulliken analysis, given in e for atoms 1 to 5:
1 C -1.167
2 C 1.156
3 O -0.391
4 B 0.730
5 O -0.609

# C31H40N6O2PPtS

A molecular structure, C31H40N6O2PPtS at a distorted geometry (ωB97M-V with the def2-TZVPD basis set, the Open Molecules 2025 dataset).

```
! RIJCOSX wB97M-V def2-TZVPD def2/J DEFGRID3
* xyz 1 1
Pt -0.17 0.70 0.04
C -0.04 5.98 -1.72
N -0.13 4.85 -0.79
C -0.23 4.94 0.57
C -0.32 3.67 1.05
N -0.29 2.81 -0.01
C -0.16 3.53 -1.13
P 0.02 2.92 -2.84
C -1.29 1.67 -2.81
N -1.39 0.67 -1.95
C -2.46 -0.09 -2.32
C -3.02 0.46 -3.44
N -2.28 1.57 -3.75
C -2.52 2.48 -4.86
C 1.42 1.80 -2.55
N 1.55 0.97 -1.54
C 2.74 0.32 -1.72
C 3.33 0.76 -2.87
N 2.49 1.70 -3.39
C 2.70 2.44 -4.64
H -0.06 6.90 -1.15
H 0.89 5.94 -2.29
H -0.87 5.97 -2.41
H -0.22 5.89 1.08
H -0.42 3.31 2.06
H -2.75 -0.96 -1.76
H -3.87 0.16 -4.03
H -3.47 2.23 -5.32
H -2.57 3.51 -4.51
H -1.74 2.40 -5.61
H 3.11 -0.40 -1.01
H 4.26 0.49 -3.34
H 3.66 2.15 -5.06
H 1.92 2.21 -5.36
H 2.71 3.51 -4.45
C 1.96 -2.77 0.40
S 0.70 -2.41 -0.84
O -0.30 -1.51 -0.14
C -0.08 -4.01 -0.83
C -1.15 -4.24 0.03
C -1.71 -5.51 0.07
C -1.21 -6.52 -0.75
C -0.15 -6.27 -1.61
C 0.42 -5.00 -1.66
H 1.53 -3.41 1.17
H 2.25 -1.81 0.83
H 2.80 -3.26 -0.10
H -1.51 -3.43 0.66
H -2.54 -5.70 0.73
H -1.65 -7.51 -0.71
H 0.22 -7.05 -2.25
H 1.24 -4.79 -2.33
C -3.08 -0.77 1.39
C -2.55 -0.98 2.81
C -2.89 0.23 3.69
C -1.06 -1.33 2.94
C -0.77 -2.57 3.50
C 0.52 -2.93 3.87
C 1.53 -2.00 3.74
C 1.30 -0.74 3.18
C 2.44 0.28 3.27
C 2.98 0.80 1.93
C 2.02 1.45 4.17
C 0.00 -0.43 2.68
O -0.22 0.77 2.09
H -4.16 -0.63 1.41
H -2.84 -1.63 0.76
H -2.64 0.12 0.95
H -3.08 -1.84 3.22
H -2.42 1.13 3.29
H -2.54 0.08 4.71
H -3.97 0.39 3.72
H -1.58 -3.27 3.68
H 0.71 -3.90 4.31
H 2.52 -2.23 4.11
H 3.27 -0.24 3.76
H 2.18 1.10 1.27
H 3.59 0.04 1.43
H 3.62 1.67 2.10
H 1.24 2.03 3.70
H 2.88 2.10 4.37
H 1.65 1.08 5.13
*
```

## Properties
LUMO level (spin up / spin down) ... -2.2 / -2.2 eV
Relative energy (zero: lowest compared OMol25 entry of this formula, charge and spin) ... 0.4073 eV
Total energy ... -69196.755 eV
Strongest force on any atom ... 1.46 eV/Å

Atom charges from the Mulliken analysis, given in e for atoms 1 to 5:
1 Pt 3.012
2 C -0.832
3 N 0.200
4 C -0.419
5 C -0.540

# C12H33BClF3N10O6

6 unconnected molecules or ions with the total composition C12H33BClF3N10O6 at a distorted geometry (ωB97M-V with the def2-TZVPD basis set, the Open Molecules 2025 dataset).

```
! RIJCOSX wB97M-V def2-TZVPD def2/J DEFGRID3
* xyz 0 1
C 2.27 -1.92 3.10
C 1.03 -1.90 2.07
C 1.65 -2.10 0.61
C 0.29 -0.51 2.29
C -1.25 -0.49 1.86
B -2.18 -1.52 2.72
Cl -2.17 -1.54 4.57
C -3.16 -2.51 1.86
O -3.22 -3.88 2.35
C -2.05 -4.58 2.16
F -1.32 -4.24 1.03
F -1.20 -4.60 3.28
F -2.42 -5.93 1.98
H 2.29 -1.02 3.79
H 3.26 -2.01 2.56
H 2.16 -2.85 3.76
H 0.40 -2.82 2.31
H 0.86 -2.11 -0.21
H 2.16 -3.13 0.53
H 2.46 -1.33 0.42
H 0.37 -0.11 3.35
H 0.82 0.28 1.64
H -1.69 0.57 1.97
H -1.38 -0.74 0.75
H -4.21 -2.08 2.00
H -2.92 -2.41 0.76
N 0.54 -1.71 -4.06
C 1.17 -2.54 -3.20
N 0.94 -3.87 -3.41
O 1.90 -2.14 -2.31
H -0.06 -2.02 -4.80
H 0.69 -0.72 -3.94
H 1.39 -4.52 -2.79
H 0.34 -4.22 -4.14
N -2.39 4.57 1.90
C -3.09 3.53 1.37
N -4.33 3.84 0.93
O -2.63 2.39 1.30
H -2.75 5.50 1.96
H -1.47 4.37 2.24
H -4.88 3.10 0.53
H -4.73 4.76 0.97
N -0.78 3.94 -3.44
C -1.28 4.61 -2.37
N -1.48 3.84 -1.27
O -1.53 5.81 -2.39
H -0.57 2.95 -3.43
H -0.62 4.47 -4.28
H -1.85 4.29 -0.45
H -1.28 2.86 -1.23
N -1.11 2.16 -6.88
C -0.52 1.14 -6.20
N -0.15 0.08 -6.97
O -0.33 1.18 -4.99
H -1.27 2.15 -7.87
H -1.39 2.96 -6.34
H 0.29 -0.69 -6.50
H -0.30 0.04 -7.96
N 4.91 -0.36 5.32
C 4.90 0.56 4.32
N 6.11 1.08 4.00
O 3.87 0.89 3.75
H 5.75 -0.65 5.80
H 4.03 -0.77 5.58
H 6.14 1.76 3.27
H 6.97 0.82 4.46
*
```

## Properties
LUMO level ... 0.3 eV
Relative energy (zero: lowest compared OMol25 entry of this formula, charge and spin) ... 1.3526 eV
Total energy ... -61521.987 eV
SMILES ... CC(C)CCB(Cl)COC(F)(F)F.NC(N)=O.NC(N)=O.NC(N)=O.NC(N)=O.NC(N)=O
Strongest force on any atom ... 2.71 eV/Å

Atom charges from the Mulliken analysis, given in e for atoms 1 to 5:
1 C -1.113
2 C 1.835
3 C -1.484
4 C -0.980
5 C -0.094

# C46H58BeO4

A molecular structure, C46H58BeO4 (ωB97M-V with the def2-TZVPD basis set, the Open Molecules 2025 dataset).

```
! RIJCOSX wB97M-V def2-TZVPD def2/J DEFGRID3
* xyz 0 1
Be -0.43 -0.68 -1.41
C -2.99 -1.21 -2.94
O -2.27 -1.13 -1.72
C -2.86 -0.45 -0.63
C -3.08 -1.28 0.46
C -2.87 -2.77 0.32
C -1.47 -3.35 0.09
C -1.44 -4.74 -0.04
C -0.26 -5.45 -0.20
C 0.92 -4.70 -0.16
C 0.94 -3.32 -0.02
C 2.29 -2.71 0.26
C 2.66 -1.29 -0.10
C 3.53 -0.62 0.75
C 3.96 0.68 0.52
C 3.47 1.32 -0.61
C 2.59 0.69 -1.49
C 2.03 1.53 -2.63
C 0.93 2.44 -2.14
C 1.09 3.78 -1.85
C 0.03 4.58 -1.40
C -1.23 3.98 -1.30
C -1.43 2.64 -1.60
C -2.79 1.97 -1.63
C -3.03 0.93 -0.54
C -3.47 1.43 0.68
C -3.70 0.63 1.80
C -3.50 -0.74 1.66
C -4.14 1.28 3.11
C -3.07 2.29 3.56
C -5.47 2.01 2.90
C -4.33 0.25 4.23
C -0.33 1.87 -1.96
O -0.52 0.58 -2.22
C 0.28 6.05 -1.07
C 1.34 6.14 0.04
C 0.78 6.79 -2.31
C -0.99 6.75 -0.58
C 2.22 -0.61 -1.23
O 1.29 -1.27 -2.06
C 1.85 -2.15 -3.02
C 4.91 1.36 1.51
C 5.29 2.77 1.07
C 6.20 0.53 1.63
C 4.22 1.45 2.88
C -0.28 -2.61 0.03
O -0.28 -1.26 0.01
C -0.20 -6.96 -0.37
C 0.58 -7.58 0.80
C 0.51 -7.31 -1.68
C -1.59 -7.59 -0.39
H -3.96 -1.68 -2.76
H -3.13 -0.24 -3.40
H -2.40 -1.84 -3.61
H -3.26 -3.24 1.23
H -3.51 -3.13 -0.49
H -2.39 -5.26 -0.01
H 1.87 -5.21 -0.22
H 2.45 -2.80 1.34
H 3.05 -3.37 -0.19
H 3.86 -1.14 1.64
H 3.75 2.34 -0.83
H 2.84 2.13 -3.05
H 1.64 0.89 -3.42
H 2.07 4.22 -1.97
H -2.09 4.57 -1.01
H -3.55 2.74 -1.52
H -2.91 1.54 -2.62
H -3.61 2.50 0.76
H -3.66 -1.40 2.50
H -2.92 3.08 2.82
H -3.37 2.76 4.50
H -2.11 1.79 3.71
H -5.38 2.79 2.14
H -6.25 1.32 2.57
H -5.80 2.49 3.83
H -3.40 -0.28 4.44
H -4.64 0.77 5.14
H -5.10 -0.48 3.97
H 2.28 5.70 -0.27
H 1.52 7.19 0.30
H 1.00 5.62 0.94
H 1.71 6.35 -2.69
H 0.04 6.74 -3.11
H 0.98 7.84 -2.08
H -1.39 6.28 0.32
H -0.75 7.79 -0.33
H -1.77 6.76 -1.34
H 2.44 -1.60 -3.75
H 2.47 -2.90 -2.53
H 1.02 -2.65 -3.52
H 5.79 2.77 0.10
H 4.41 3.42 1.01
H 5.97 3.21 1.80
H 6.70 0.46 0.66
H 6.88 1.00 2.34
H 5.99 -0.48 1.98
H 3.30 2.02 2.80
H 3.97 0.46 3.26
H 4.88 1.94 3.60
H 1.60 -7.20 0.85
H 0.09 -7.35 1.75
H 0.63 -8.67 0.70
H 1.53 -6.91 -1.70
H 0.56 -8.39 -1.81
H -0.03 -6.88 -2.53
H -2.13 -7.42 0.54
H -2.19 -7.20 -1.22
H -1.50 -8.67 -0.53
*
```

## Properties
LUMO level ... 0.4 eV
Relative energy (zero: lowest compared OMol25 entry of this formula, charge and spin) ... 0.0000 eV
Total energy ... -57239.825 eV
Strongest force on any atom ... 0.35 eV/Å

Atom charges from the Mulliken analysis, given in e for atoms 1 to 5:
1 Be -1.147
2 C -1.108
3 O 0.595
4 C 0.791
5 C -0.094

Please write out number 3 again, unchanged.
# C12H33BClF3N10O6

6 unconnected molecules or ions with the total composition C12H33BClF3N10O6 at a distorted geometry (ωB97M-V with the def2-TZVPD basis set, the Open Molecules 2025 dataset).

```
! RIJCOSX wB97M-V def2-TZVPD def2/J DEFGRID3
* xyz 0 1
C 2.27 -1.92 3.10
C 1.03 -1.90 2.07
C 1.65 -2.10 0.61
C 0.29 -0.51 2.29
C -1.25 -0.49 1.86
B -2.18 -1.52 2.72
Cl -2.17 -1.54 4.57
C -3.16 -2.51 1.86
O -3.22 -3.88 2.35
C -2.05 -4.58 2.16
F -1.32 -4.24 1.03
F -1.20 -4.60 3.28
F -2.42 -5.93 1.98
H 2.29 -1.02 3.79
H 3.26 -2.01 2.56
H 2.16 -2.85 3.76
H 0.40 -2.82 2.31
H 0.86 -2.11 -0.21
H 2.16 -3.13 0.53
H 2.46 -1.33 0.42
H 0.37 -0.11 3.35
H 0.82 0.28 1.64
H -1.69 0.57 1.97
H -1.38 -0.74 0.75
H -4.21 -2.08 2.00
H -2.92 -2.41 0.76
N 0.54 -1.71 -4.06
C 1.17 -2.54 -3.20
N 0.94 -3.87 -3.41
O 1.90 -2.14 -2.31
H -0.06 -2.02 -4.80
H 0.69 -0.72 -3.94
H 1.39 -4.52 -2.79
H 0.34 -4.22 -4.14
N -2.39 4.57 1.90
C -3.09 3.53 1.37
N -4.33 3.84 0.93
O -2.63 2.39 1.30
H -2.75 5.50 1.96
H -1.47 4.37 2.24
H -4.88 3.10 0.53
H -4.73 4.76 0.97
N -0.78 3.94 -3.44
C -1.28 4.61 -2.37
N -1.48 3.84 -1.27
O -1.53 5.81 -2.39
H -0.57 2.95 -3.43
H -0.62 4.47 -4.28
H -1.85 4.29 -0.45
H -1.28 2.86 -1.23
N -1.11 2.16 -6.88
C -0.52 1.14 -6.20
N -0.15 0.08 -6.97
O -0.33 1.18 -4.99
H -1.27 2.15 -7.87
H -1.39 2.96 -6.34
H 0.29 -0.69 -6.50
H -0.30 0.04 -7.96
N 4.91 -0.36 5.32
C 4.90 0.56 4.32
N 6.11 1.08 4.00
O 3.87 0.89 3.75
H 5.75 -0.65 5.80
H 4.03 -0.77 5.58
H 6.14 1.76 3.27
H 6.97 0.82 4.46
*
```

## Properties
LUMO level ... 0.3 eV
Relative energy (zero: lowest compared OMol25 entry of this formula, charge and spin) ... 1.3526 eV
Total energy ... -61521.987 eV
SMILES ... CC(C)CCB(Cl)COC(F)(F)F.NC(N)=O.NC(N)=O.NC(N)=O.NC(N)=O.NC(N)=O
Strongest force on any atom ... 2.71 eV/Å

Atom charges from the Mulliken analysis, given in e for atoms 1 to 5:
1 C -1.113
2 C 1.835
3 C -1.484
4 C -0.980
5 C -0.094